[1]
The following is a quantum chemistry calculation of a molecular structure, C29H20ClF5OPSc, from the Open Molecules 2025 dataset.

The calculation puts the HOMO energy at -6.697 eV. As for the HOMO-LUMO gap: 5.81 eV. As for the multiplicity: 1. The value obtained for the lowest unoccupied orbital energy is -0.8867 eV. The calculation puts the electronic energy at -3253.9601 Eh.

Structure (XYZ):
```
58
Properties=species:S:1:pos:R:3:forces:R:3:mulliken_charge:R:1
C -0.892079 -1.555462 1.888441 0.6 0.1 -0.2 -0.750
C -0.666862 -1.547471 0.478647 0.3 -0.5 0.9 -0.216
C 0.675495 -1.937439 0.256670 0.0 0.0 0.6 0.120
H -1.393978 -1.437943 -0.318222 0.0 0.4 0.3 0.425
C 1.303158 -2.149881 1.520847 -0.5 0.1 -0.2 -0.719
C 0.344584 -1.889470 2.541425 -0.4 0.1 -0.5 -0.777
H 0.526850 -1.909471 3.616831 -0.2 -0.3 -0.3 0.495
H -1.835355 -1.382250 2.373199 -0.1 0.2 0.1 0.557
H 1.062112 -2.136885 -0.739853 0.3 0.3 0.3 0.458
H 2.297706 -2.528566 1.693456 0.1 0.2 -0.1 0.401
Sc 0.703566 0.274109 1.636818 -0.8 0.2 -1.8 0.922
Cl 2.706037 0.931571 0.634735 -0.1 0.0 0.3 -0.459
P -0.059006 0.367843 -3.213122 0.3 -0.5 3.9 0.596
C 1.208076 -0.756784 -3.690883 0.2 -1.0 -1.4 0.089
C 0.948698 -1.603454 -4.799670 1.2 0.2 0.7 -0.227
H -0.026816 -1.580497 -5.267839 0.1 0.0 -0.1 0.444
C 1.967916 -2.436369 -5.265240 -0.6 -0.1 -0.2 -0.597
H 1.781714 -3.063350 -6.143450 0.1 0.2 0.4 0.381
C 3.205810 -2.449627 -4.640495 0.6 0.1 0.3 -0.388
H 4.008536 -3.081783 -5.026872 -0.3 0.2 0.1 0.354
C 3.458410 -1.656261 -3.511162 -0.8 0.2 -0.3 -0.651
H 4.424493 -1.672260 -3.026688 0.0 -0.1 0.0 0.425
C 2.450369 -0.821427 -3.014016 -0.4 -0.1 -0.6 -0.234
H 2.583124 -0.218405 -2.115879 0.1 -0.1 -0.2 0.331
C -1.714838 -0.151089 -3.489532 -0.9 0.0 -0.7 0.411
C -2.113440 -1.498204 -3.297216 0.2 0.7 -0.2 -0.382
H -1.389118 -2.221288 -2.916153 -0.2 0.1 -0.3 0.517
C -3.416784 -1.873597 -3.600179 0.2 0.2 0.0 -0.693
H -3.694303 -2.919317 -3.521918 -0.1 0.1 0.1 0.395
C -4.344867 -0.924484 -4.025526 -0.1 -0.1 -0.1 -0.525
H -5.352657 -1.236458 -4.293405 0.2 0.1 0.1 0.359
C -3.981485 0.417592 -4.126421 0.1 -0.1 0.1 -0.508
H -4.709782 1.155704 -4.447419 0.0 -0.1 0.1 0.401
C -2.680178 0.816410 -3.851852 0.2 -0.6 0.0 -0.706
H -2.378600 1.862474 -3.910790 -0.1 -0.2 -0.2 0.365
C 0.352094 2.060985 -3.449220 0.2 1.3 -0.9 -0.009
C 0.930594 2.377903 -4.698156 -0.3 0.3 0.6 -0.426
H 1.192430 1.568086 -5.380720 -0.2 0.3 0.1 0.384
C 1.141008 3.702660 -5.038858 0.2 0.7 0.0 -0.539
H 1.547523 3.954329 -6.025010 -0.1 -0.1 0.4 0.369
C 0.816430 4.727673 -4.134049 -0.1 -0.8 0.1 -0.477
H 0.953125 5.762998 -4.417706 0.0 0.0 0.0 0.369
C 0.313561 4.411504 -2.862809 0.1 0.3 -0.1 -0.454
H 0.075070 5.215378 -2.157850 0.2 -0.3 -0.3 0.385
C 0.101922 3.089641 -2.491047 0.2 -1.0 -1.2 -0.354
H -0.242352 2.798445 -1.504674 -0.1 0.1 -0.1 0.563
F -1.237971 3.006991 6.532037 -0.1 0.2 -0.6 -0.296
C -1.212407 2.844790 5.195676 -0.1 0.2 0.2 0.436
C -0.152495 3.361568 4.444430 -0.2 0.1 1.0 0.270
F 0.775037 4.141203 5.040720 -0.5 -0.7 -0.4 -0.282
C -0.069215 3.027147 3.111861 0.8 0.1 -0.9 0.434
F 1.053512 3.388121 2.409248 -1.0 -0.3 0.6 -0.319
C -1.042264 2.240285 2.457342 0.6 -0.6 0.0 0.205
O -0.764516 1.677910 1.277568 0.2 -0.1 0.5 -0.524
C -2.189690 1.911312 3.208941 -0.4 -0.6 -0.6 -0.088
F -3.191945 1.210805 2.611805 0.8 0.5 0.5 -0.331
C -2.261401 2.168704 4.563727 -0.2 0.2 0.5 0.353
F -3.332056 1.768250 5.285281 0.8 0.2 -0.5 -0.284
```
Positions in Å, forces in eV/Å.


[2]
The following is a quantum chemistry calculation of a molecular structure, C29H20F5LiN4O2S, from the Open Molecules 2025 dataset.

The calculation puts the HOMO energy at -1.624 eV. The total charge is -2. As for the HOMO-LUMO gap: 6.24 eV. As for the multiplicity: 1. The value obtained for the lowest unoccupied orbital energy is 4.6140 eV. The calculation puts the electronic energy at -2391.6691 Eh.

Structure (XYZ):
```
62
Properties=species:S:1:pos:R:3:forces:R:3:mulliken_charge:R:1
Li 0.261352 -0.277324 -0.110597 -0.5 0.2 -0.1 0.944
O 4.230743 -1.228019 -1.169625 0.1 0.1 0.1 -0.771
S 3.357828 -0.878874 -0.057086 -0.1 -0.3 0.0 1.327
O 4.032917 -0.505551 1.176171 0.1 0.1 -0.1 -0.674
N 2.212916 0.160312 -0.470105 0.6 0.4 0.0 -0.059
C 2.642816 1.454668 -0.645333 0.0 -0.2 -0.1 0.190
C 3.973780 1.887592 -0.665913 -0.1 0.0 0.1 -0.871
C 4.322274 3.237708 -0.788243 0.0 0.0 0.0 -0.800
C 3.381699 4.222989 -0.911748 0.0 0.0 0.0 -0.914
C 2.021851 3.846300 -0.949893 -0.1 -0.1 0.0 1.167
C 0.987579 4.797590 -1.084227 0.1 0.0 0.0 -0.710
C -0.309329 4.388749 -1.141692 -0.1 0.1 0.0 -1.093
C -0.580104 3.007971 -1.091926 0.1 -0.1 0.0 0.046
N 0.344902 2.092000 -0.961749 0.0 0.0 0.1 0.277
C 1.641598 2.479525 -0.854904 0.0 0.0 0.0 0.026
C 2.463683 -2.358142 0.348918 0.1 -0.1 0.0 -0.300
C 1.543388 -2.362072 1.386347 0.1 0.0 0.0 0.339
C 0.978290 -3.564142 1.783001 0.2 -0.1 0.1 -0.666
C 1.346190 -4.748226 1.159556 0.1 0.0 0.0 -0.398
C 2.273097 -4.732502 0.125346 0.0 0.0 0.1 -0.514
C 2.832657 -3.533615 -0.287457 0.0 0.0 0.1 -0.508
H 4.761467 1.157723 -0.562228 0.0 0.0 0.0 0.457
H 5.375048 3.501978 -0.776861 0.0 0.0 0.0 0.336
H 3.655483 5.269727 -0.985485 0.0 0.0 0.0 0.307
H 1.248488 5.849934 -1.138969 0.0 0.0 0.0 0.352
H -1.123259 5.097239 -1.235767 0.0 0.0 0.0 0.392
H -1.603296 2.661792 -1.162325 -0.1 -0.1 0.0 0.340
H 1.252512 -1.433070 1.865368 0.1 -0.2 -0.1 0.172
H 0.234068 -3.567208 2.569967 0.1 0.0 0.0 0.292
H 0.889499 -5.682762 1.465087 0.0 0.0 0.0 0.348
H 2.543826 -5.654116 -0.376134 0.0 0.0 0.0 0.331
H 3.546705 -3.484422 -1.096478 0.0 0.0 0.0 0.456
C -4.674624 0.584904 -3.246003 0.0 0.0 0.0 -0.422
C -5.193721 0.532561 -1.956308 0.0 0.0 0.0 -0.549
C -4.346426 0.414465 -0.866484 -0.1 0.0 0.1 -0.432
C -2.969268 0.347655 -1.056228 -0.1 -0.1 0.0 -0.582
C -2.452423 0.374432 -2.345191 0.1 0.0 0.1 0.648
C -3.301177 0.505405 -3.433197 0.0 0.0 0.0 -0.875
N -2.032339 0.196384 0.017153 0.0 0.3 -0.1 1.059
N -2.475905 0.542753 1.120206 -0.2 -0.3 0.1 -0.818
C -1.554974 0.423262 2.211703 0.4 0.2 0.2 -0.155
C -2.145977 0.478611 3.478024 -0.2 0.0 -0.1 -0.579
C -1.341209 0.485657 4.603500 0.0 0.0 0.1 -0.457
C 0.043797 0.438980 4.447173 0.0 0.0 -0.1 -0.838
C 0.598118 0.330942 3.171990 -0.3 0.2 0.2 -0.366
C -0.169038 0.334003 1.991363 -0.2 -0.2 -0.1 0.320
H -5.338060 0.660929 -4.099836 0.0 0.0 0.0 0.357
H -6.266367 0.572882 -1.802129 0.0 0.0 0.0 0.333
H -4.731446 0.358908 0.142964 0.0 0.0 0.0 0.385
H -1.381961 0.272765 -2.466633 0.0 0.0 0.0 0.280
H -2.888079 0.520654 -4.434588 0.0 0.0 0.0 0.372
H -3.230211 0.483198 3.573661 0.1 0.1 0.0 0.354
H -1.785033 0.527454 5.593066 0.0 0.0 0.0 0.319
H 0.683399 0.493084 5.325768 0.0 -0.1 0.0 0.369
H 1.682873 0.245095 3.091841 0.0 0.0 0.0 0.385
F 0.331128 -3.352039 -1.546585 -0.1 0.1 0.0 -0.261
C -0.655871 -2.363858 -1.330007 0.0 0.1 0.1 -0.237
F -1.296579 -2.316620 -2.609060 0.0 -0.1 0.0 -0.355
C -1.692897 -3.114456 -0.466492 0.1 0.0 -0.2 0.792
F -1.453368 -2.941353 0.849629 -0.2 0.1 0.0 -0.217
F -2.952565 -2.673843 -0.679707 -0.1 0.1 0.0 -0.302
F -1.750485 -4.466586 -0.634587 -0.1 -0.2 -0.1 -0.352
```
Positions in Å, forces in eV/Å.